Entry 1:
Here is a molecular structure, C21H27AlBeCl4CsF8IN7O9S in a non-equilibrium geometry from OMol25. Energies are from ωB97M-V with the def2-TZVPD basis set.

Calculated values
HOMO: -8.571 eV
orbital gap: 0.049 Eh
total charge: +1

Last column: Mulliken charge in e.
Cartesian coordinates (Å):
C (-0.46, 6.58, 0.39)  -0.508
C (0.12, 5.09, 0.39)  -0.381
C (-0.88, 3.98, -0.16)  0.247
C (-0.51, 2.79, -1.07)  0.445
C (0.97, 2.53, -1.61)  -0.954
C (1.02, 2.57, -3.21)  0.381
O (0.31, 3.30, -3.93)  -0.464
I (2.40, 1.15, -4.12)  0.125
C (-1.54, 1.74, -1.52)  -0.116
C (-1.10, 0.51, -2.44)  0.254
C (-1.63, 0.44, -3.92)  -0.332
C (-1.10, -0.84, -4.66)  -1.046
C (-0.17, -1.91, -4.05)  2.416
N (0.31, -1.77, -2.71)  -0.422
C (-0.15, -0.63, -2.01)  -0.026
N (-2.88, 1.86, -1.12)  -0.838
N (-3.18, 2.88, -0.34)  0.937
C (-4.66, 2.92, 0.03)  -0.005
C (-4.88, 2.26, 1.48)  -0.386
O (-3.70, 1.47, 1.87)  -0.541
C (-2.42, 3.94, 0.23)  0.405
F (-3.01, 4.90, 1.09)  -0.229
H (-0.66, 7.01, -0.66)  0.353
H (-1.37, 6.74, 1.06)  0.287
H (0.38, 7.25, 0.83)  -0.148
H (0.50, 4.79, 1.42)  0.325
H (1.04, 5.10, -0.32)  0.228
H (1.25, 1.47, -1.27)  0.183
H (1.76, 3.24, -1.19)  0.482
H (-2.33, 1.21, -4.38)  0.493
H (-1.43, -0.99, -5.75)  0.336
H (0.12, -2.80, -4.70)  -0.740
H (0.25, -0.53, -0.93)  0.450
H (-5.08, 3.99, -0.06)  0.407
H (-5.25, 2.30, -0.75)  -0.331
H (-5.81, 1.57, 1.48)  0.464
H (-4.97, 3.10, 2.26)  0.215
H (-4.05, 0.60, 2.17)  0.342
C (2.49, -3.80, 0.21)  0.286
Cl (1.38, -2.98, -0.91)  0.184
Cl (2.54, -2.93, 1.75)  -0.083
Cl (1.92, -5.47, 0.50)  -0.298
Cl (4.12, -3.85, -0.50)  -0.176
F (4.76, -1.14, -4.98)  -0.396
Al (4.41, -2.83, -4.57)  0.625
F (2.63, -3.06, -4.62)  -0.219
F (4.99, -3.19, -2.93)  -0.312
F (5.17, -3.91, -5.73)  -0.379
C (2.61, 9.95, 2.07)  -0.748
N (1.99, 8.99, 1.12)  0.764
O (2.57, 7.93, 0.92)  -0.511
O (0.93, 9.33, 0.60)  -0.487
H (3.54, 9.51, 2.44)  0.310
H (2.81, 10.87, 1.52)  0.286
H (1.91, 10.11, 2.88)  0.312
C (3.89, -8.10, 4.05)  0.682
O (4.72, -8.68, 4.72)  -0.638
N (2.59, -8.47, 4.01)  -0.339
N (4.20, -7.03, 3.27)  -0.193
H (1.89, -8.01, 3.47)  0.097
H (2.32, -9.26, 4.58)  0.222
H (5.16, -6.72, 3.27)  0.153
H (3.53, -6.54, 2.71)  0.072
C (-8.64, -0.10, -3.03)  0.528
F (-8.80, -0.31, -4.36)  -0.220
F (-9.68, 0.66, -2.64)  -0.218
F (-8.81, -1.31, -2.44)  -0.225
S (-6.99, 0.67, -2.62)  1.191
O (-6.98, 1.94, -3.34)  -0.681
O (-5.99, -0.27, -3.11)  -0.687
O (-6.99, 0.83, -1.17)  -0.684
Cs (3.81, -6.36, -1.05)  1.102
C (3.13, -6.98, 7.93)  -0.756
C (1.86, -7.62, 7.56)  0.380
N (0.87, -8.12, 7.27)  -0.420
H (3.46, -6.28, 7.16)  0.222
H (3.04, -6.42, 8.86)  0.315
H (3.92, -7.72, 8.07)  0.261
O (7.22, -5.66, 2.43)  -0.729
H (8.03, -5.63, 1.92)  0.215
Be (1.11, -1.85, -5.05)  -0.113

Entry 2:
Here is 2 unconnected molecules or ions with the total composition CHBrFNO in a non-equilibrium geometry from OMol25. Energies are from ωB97M-V with the def2-TZVPD basis set.

Calculated values
HOMO (alpha / beta): -7.793 / -7.793 eV
energy relative to the best compared isomer or geometry (same formula, charge and spin): 49.8 kcal per mole
orbital gap (alpha / beta): 0.266 / 0.266 Eh

Last column: natural (NBO) charge in e.
Cartesian coordinates (Å):
C (0.73, -0.51, -0.19)  0.017
N (-0.58, 1.78, 0.06)  0.283
O (-1.51, 1.40, 0.54)  -0.127
F (0.96, -0.86, -1.44)  -0.327
Br (-1.04, -1.11, 0.43)  -0.015
H (1.45, -0.69, 0.59)  0.168

Entry 3:
Here is a single C9H13NO molecule in a non-equilibrium geometry from OMol25. Energies are from ωB97M-V with the def2-TZVPD basis set.

Calculated values
HOMO (alpha / beta): -7.153 / -6.382 eV
energy relative to the best compared isomer or geometry (same formula, charge and spin): 134.8 kcal per mole
orbital gap (alpha / beta): 0.285 / 0.227 Eh

Last column: natural (NBO) charge in e.
Cartesian coordinates (Å):
C (1.96, -0.23, 0.51)  -0.322
C (0.82, -0.06, -0.33)  -0.232
C (0.09, 0.95, 0.18)  0.063
C (1.76, 0.65, 1.60)  0.137
C (0.52, -0.89, -1.51)  -0.405
C (-0.62, -0.23, -2.33)  -0.478
C (-1.93, 0.12, -1.54)  0.510
C (2.56, 0.91, 2.80)  -0.650
C (-2.36, -0.86, -0.56)  -0.719
N (0.60, 1.42, 1.42)  -0.598
O (-2.64, 1.23, -1.75)  -0.647
H (2.75, -0.86, 0.25)  0.208
H (1.46, -1.10, -1.96)  0.227
H (0.18, -1.87, -1.07)  0.199
H (-0.24, 0.74, -2.65)  0.239
H (-0.87, -0.78, -3.24)  0.218
H (2.73, 2.05, 2.88)  0.214
H (1.99, 0.41, 3.68)  0.215
H (3.57, 0.49, 2.73)  0.229
H (-3.21, -0.43, -0.12)  0.199
H (-1.58, -0.93, 0.13)  0.272
H (-2.75, -1.76, -1.03)  0.217
H (0.25, 1.92, 2.19)  0.409
H (-3.48, 1.30, -1.25)  0.493

Entry 4:
Here is 2 unconnected molecules or ions with the total composition C6H5Cl2NO2S in a non-equilibrium geometry from OMol25. Energies are from ωB97M-V with the def2-TZVPD basis set.

Calculated values
HOMO: -7.811 eV
energy relative to the best compared isomer or geometry (same formula, charge and spin): 76.8 kcal per mole
orbital gap: 0.206 Eh

Last column: natural (NBO) charge in e.
Cartesian coordinates (Å):
C (-1.81, 1.16, -0.73)  -0.317
C (-1.53, 0.15, -1.74)  -0.388
C (-1.31, 0.64, 0.49)  0.400
C (-0.85, -0.83, -1.14)  0.414
C (2.77, 0.37, 1.57)  -0.320
C (2.40, -0.38, 0.58)  -0.023
N (-0.77, -0.62, 0.17)  -0.528
O (-1.39, 1.08, 1.78)  -0.677
O (-0.40, -2.04, -1.66)  -0.647
S (0.05, -1.59, 1.33)  0.238
Cl (4.16, 1.48, 1.64)  -0.008
Cl (2.73, -0.65, -1.00)  0.166
H (-2.18, 2.17, -0.86)  0.233
H (-1.73, 0.26, -2.80)  0.224
H (2.33, 0.20, 2.57)  0.260
H (-1.79, 0.40, 2.37)  0.492
H (-0.67, -1.79, -2.57)  0.483

Entry 5:
Here is a single C7H13NOS molecule in a non-equilibrium geometry from OMol25. Energies are from ωB97M-V with the def2-TZVPD basis set.

Calculated values
HOMO: -8.213 eV
energy relative to the best compared isomer or geometry (same formula, charge and spin): 57.0 kcal per mole
orbital gap: 0.322 Eh
SMILES: C/C=C(O)/N=C(/C)SCC

Last column: natural (NBO) charge in e.
Cartesian coordinates (Å):
C (3.27, -1.27, 0.03)  -0.654
C (2.07, -0.45, -0.23)  -0.303
C (1.60, 0.46, 0.67)  0.445
O (2.08, 0.58, 2.00)  -0.672
N (0.60, 1.40, 0.36)  -0.460
C (-0.45, 1.49, -0.32)  0.244
C (-1.16, 2.86, -0.48)  -0.683
S (-1.30, 0.16, -1.32)  0.058
C (-2.51, -0.58, -0.07)  -0.435
C (-2.42, -2.08, -0.09)  -0.618
H (3.36, -1.66, 1.11)  0.206
H (4.27, -0.80, -0.19)  0.214
H (3.27, -2.12, -0.56)  0.225
H (1.74, -0.29, -1.22)  0.216
H (2.93, 0.30, 2.00)  0.472
H (-2.09, 2.98, 0.09)  0.232
H (-1.58, 3.03, -1.47)  0.234
H (-0.53, 3.74, -0.09)  0.232
H (-2.30, -0.14, 0.80)  0.203
H (-3.58, -0.33, -0.45)  0.207
H (-2.13, -2.31, -1.04)  0.212
H (-3.42, -2.50, -0.07)  0.211
H (-1.72, -2.46, 0.51)  0.213

Entry 6:
Here is 6 unconnected molecules or ions with the total composition C16H21Cl4N3O6 in a non-equilibrium geometry from OMol25. Energies are from ωB97M-V with the def2-TZVPD basis set.

Calculated values
HOMO: -9.346 eV
energy relative to the best compared isomer or geometry (same formula, charge and spin): 5.6 kcal per mole
orbital gap: 0.333 Eh
SMILES: C[N+](=O)[O-].C[N+](=O)[O-].C[N+](=O)[O-].ClC(Cl)(Cl)Cl.c1ccccc1.c1ccccc1

Last column: natural (NBO) charge in e.
Cartesian coordinates (Å):
C (-5.58, 2.00, 2.13)  -0.484
N (-6.83, 1.66, 2.90)  0.535
O (-6.99, 0.49, 3.19)  -0.372
O (-7.48, 2.60, 3.30)  -0.380
H (-5.84, 2.91, 1.61)  0.228
H (-5.30, 1.19, 1.46)  0.224
H (-4.85, 2.12, 2.93)  0.249
C (3.03, 2.88, 0.15)  -0.494
N (2.67, 2.66, 1.56)  0.534
O (2.10, 1.64, 1.87)  -0.382
O (2.83, 3.60, 2.32)  -0.374
H (2.15, 3.35, -0.28)  0.244
H (3.13, 1.93, -0.37)  0.233
H (3.95, 3.43, -0.02)  0.241
C (-0.28, 1.36, 3.52)  -0.491
N (-1.41, 0.41, 3.52)  0.535
O (-2.50, 0.76, 3.12)  -0.404
O (-1.17, -0.72, 3.89)  -0.371
H (-0.46, 2.24, 4.12)  0.237
H (-0.22, 1.64, 2.47)  0.238
H (0.65, 0.91, 3.82)  0.247
Cl (-0.24, 0.84, -0.35)  0.057
C (-1.39, 2.20, -0.45)  -0.218
Cl (-2.96, 1.72, 0.16)  0.088
Cl (-0.73, 3.51, 0.52)  0.047
Cl (-1.47, 2.84, -2.13)  0.039
C (1.57, -2.23, -5.17)  -0.197
C (0.28, -1.97, -5.59)  -0.217
C (-0.44, -0.94, -4.99)  -0.209
C (-0.03, -0.27, -3.85)  -0.220
C (1.25, -0.62, -3.37)  -0.208
C (2.01, -1.58, -4.01)  -0.231
H (2.18, -3.03, -5.57)  0.216
H (-0.11, -2.41, -6.50)  0.215
H (-1.43, -0.70, -5.38)  0.209
H (-0.61, 0.57, -3.50)  0.219
H (1.66, -0.07, -2.54)  0.207
H (3.02, -1.73, -3.66)  0.211
C (3.39, -3.53, 0.63)  -0.217
C (2.89, -3.31, 1.91)  -0.208
C (1.67, -2.64, 2.04)  -0.211
C (0.97, -2.23, 0.91)  -0.216
C (1.36, -2.71, -0.34)  -0.218
C (2.60, -3.32, -0.49)  -0.220
H (4.40, -3.83, 0.39)  0.211
H (3.50, -3.50, 2.78)  0.215
H (1.27, -2.35, 3.00)  0.221
H (0.05, -1.68, 1.06)  0.212
H (0.81, -2.49, -1.24)  0.219
H (2.92, -3.60, -1.48)  0.212

> Number 2 is which compound?

CHBrFNO